Record 1
Here is a 2-piece molecular cluster, C6H9NO2 overall in a non-equilibrium geometry from OMol25. Energies are from the ωB97M-V functional and the def2-TZVPD basis.

Each line ends with the Mulliken charge.
Atoms and positions in Å:
C (1.99672, 1.72146, -0.01435)  -1.3844
C (1.15319, 0.51634, -0.00279)  -0.0001
C (-0.95859, -0.50374, 0.05335)  0.0902
C (-2.41219, -0.50509, 0.38541)  -0.2211
C (0.02780, -1.44011, -0.08942)  -0.5809
C (1.31603, -0.86415, -0.07218)  0.7860
H (1.89661, 2.36758, 0.82290)  0.3549
H (1.75128, 2.21183, -0.94752)  0.3088
H (3.11509, 1.67828, 0.06418)  0.3299
H (-0.59685, 1.62848, -0.01849)  0.2677
H (-2.74800, -0.08199, 1.44443)  0.1725
H (-3.04922, -1.48001, 0.23992)  0.2383
H (-2.72783, 0.26402, -1.47718)  0.3177
H (-0.33070, -2.51495, 0.10804)  0.2006
H (2.41681, -2.46185, 0.50869)  0.3813
N (-0.26403, 0.63891, 0.01157)  -0.0551
O (-3.06460, 0.32408, -0.59105)  -0.5509
O (2.47849, -1.49907, -0.42550)  -0.6554

LUMO energy	0.220	eV
max |F|	6.87	eV/Å
HOMO energy	-0.2913	hartree
orbital gap	8.148	eV
electronic energy	-11949.27057	eV
ΔE to the lowest compared entry with this formula, charge and spin	93.35	kcal/mol

=====

Record 2
Here is C18H40N5P3STl as an isolated structure in a non-equilibrium geometry from OMol25. Energies are from the ωB97M-V functional and the def2-TZVPD basis.

Each line ends with the Mulliken charge.
Atoms and positions in Å:
Tl (0.71967, -0.30131, -1.60942)  0.9752
P (-1.31426, -0.74773, 1.79928)  0.8571
P (2.83982, -0.70036, 1.12063)  0.6268
P (-0.04514, -2.92529, 0.33565)  0.6228
H (-1.36394, 1.24618, -5.55251)  0.2894
C (-2.24152, 0.58176, -5.54883)  -0.6274
C (-3.18894, 0.64556, -4.59820)  -0.4071
H (-3.08261, 1.29625, -3.71937)  0.2519
C (-1.65089, 1.01297, 2.20302)  -1.1141
C (-0.97864, -1.29310, 3.52447)  -1.3677
C (-3.07709, -1.25597, 1.67116)  -1.3464
C (4.39624, -0.59369, 0.14133)  -1.2666
C (3.13059, 0.80651, 2.13877)  -1.2735
C (3.38827, -1.95730, 2.34657)  -1.3471
C (-1.43345, -3.34293, -0.80439)  -1.0539
C (-0.39303, -4.21711, 1.60051)  -1.4966
C (1.34793, -3.78518, -0.50850)  -0.9589
H (-2.33464, -0.11316, -6.39395)  0.2931
H (-4.09410, 0.03398, -4.65437)  0.2644
H (-2.27054, 1.44827, 1.40585)  0.4257
H (-0.71035, 1.57544, 2.26203)  0.2492
H (-2.18493, 1.08248, 3.16337)  0.4830
H (-0.08523, -0.77234, 3.89181)  0.3330
H (-0.80921, -2.37360, 3.58017)  0.3443
H (-1.84085, -1.01674, 4.14431)  0.5219
H (-3.56318, -0.58975, 0.94750)  0.4125
H (-3.55290, -1.13676, 2.65253)  0.4458
H (-3.18380, -2.29211, 1.33240)  0.3096
H (5.26350, -0.71506, 0.80505)  0.4038
H (4.44693, 0.38460, -0.35721)  0.3973
H (4.40588, -1.38931, -0.61559)  0.3580
H (4.03268, 0.67877, 2.75620)  0.4678
H (2.26040, 0.97945, 2.78928)  0.2843
H (3.25212, 1.67541, 1.47590)  0.3503
H (4.43272, -1.75934, 2.62288)  0.4768
H (3.30851, -2.96198, 1.91149)  0.3367
H (2.75340, -1.90084, 3.24087)  0.3387
H (-1.20517, -4.30081, -1.28903)  0.4257
H (-1.55814, -2.57593, -1.58090)  0.2028
H (-2.36999, -3.44440, -0.24269)  0.3956
H (-0.44619, -5.19130, 1.09457)  0.4758
H (-1.34377, -4.02618, 2.11415)  0.4267
H (0.42614, -4.23968, 2.33192)  0.3879
H (0.97440, -4.73726, -0.90666)  0.5187
H (2.15289, -3.99755, 0.20811)  0.3343
H (1.75721, -3.19975, -1.34158)  0.1681
C (0.12007, -2.97766, -5.31816)  0.4123
C (1.20597, -3.63661, -5.92857)  -0.3808
C (1.04370, -4.23461, -7.17738)  -0.5607
C (-0.19240, -4.15374, -7.83052)  -0.3221
C (-1.24583, -3.42171, -7.26852)  -0.6484
C (-1.09223, -2.83367, -6.01245)  -0.3052
S (0.29721, -2.42529, -3.64896)  0.0296
H (-0.09507, -1.08967, -3.79761)  0.1727
H (2.15865, -3.67758, -5.39947)  0.4506
H (1.88002, -4.77873, -7.62309)  0.4311
H (-0.33067, -4.67179, -8.77676)  0.4471
H (-2.19429, -3.32283, -7.79743)  0.4382
H (-1.90732, -2.25585, -5.57973)  0.6472
N (0.32359, 4.88028, 1.95650)  -0.5945
N (0.67079, 4.07135, 0.88294)  0.8589
N (0.40199, 4.50675, -0.36978)  -0.6957
C (0.39157, 3.34790, -1.04160)  -0.3987
N (0.55801, 2.26719, -0.25783)  0.0285
N (0.67667, 2.73117, 1.00356)  -0.2622
H (0.87756, 4.61577, 2.76217)  0.2710
H (0.41780, 5.85217, 1.68402)  0.3192
H (0.23896, 3.30674, -2.11334)  0.4667

LUMO energy (spin up / spin down)	-10.488 / -12.616	eV
max |F|	2.75	eV/Å
HOMO energy (spin up / spin down)	-0.6018 / -0.5993	hartree
orbital gap (spin up / spin down)	5.888 / 3.692	eV
charge	+3
electronic energy	-70129.33103	eV

=====

Record 3
Here is C10H32B2F3HgO6S as an isolated structure in a non-equilibrium geometry from OMol25. Energies are from the ωB97M-V functional and the def2-TZVPD basis.

Each line ends with the Mulliken charge.
Atoms and positions in Å:
Hg (1.33688, -1.19495, 1.29546)  0.6043
B (2.33374, -1.69029, 5.23826)  -0.0721
H (2.45998, -1.87003, 6.29467)  -0.0707
H (3.32667, -1.64986, 4.81792)  -0.0318
H (1.84917, -2.52599, 4.75758)  -0.0918
H (1.95230, -0.68849, 5.11523)  -0.0571
B (3.27545, -4.26112, -0.67704)  -0.0484
H (3.77503, -3.42608, -1.14327)  -0.0969
H (2.20793, -4.15290, -0.79072)  -0.1481
H (3.61942, -5.19920, -1.08439)  -0.1024
H (3.47349, -4.20550, 0.38217)  -0.1145
C (-3.44457, 5.46710, 1.73452)  0.6027
F (-4.62938, 5.97363, 2.11232)  -0.2286
F (-3.30612, 5.45664, 0.35952)  -0.2294
F (-2.61147, 6.31799, 2.26388)  -0.2166
S (-3.29698, 3.69619, 2.60396)  1.0825
O (-4.64520, 3.13834, 2.50993)  -0.6051
O (-2.28302, 2.91091, 1.94472)  -0.5660
O (-2.81786, 3.95880, 4.00788)  -0.6039
C (4.61113, 4.34365, 1.87395)  -1.2662
C (4.54789, 3.80395, 0.47758)  0.2893
C (5.65224, 4.45381, -0.34112)  -1.1837
O (4.82915, 2.44035, 0.55561)  -0.5626
H (4.13417, 5.31936, 1.78124)  0.3640
H (5.61534, 4.51278, 2.26262)  0.3122
H (4.23738, 3.60293, 2.58088)  0.3664
H (3.50706, 3.85918, 0.15865)  0.3397
H (5.37291, 4.27631, -1.37965)  0.3170
H (6.66602, 4.11837, -0.12239)  0.3365
H (5.66476, 5.54372, -0.34753)  0.3564
H (5.67223, 2.29235, 0.99026)  0.3280
C (-4.57549, -5.48227, 2.31323)  -1.1713
C (-3.74024, -5.14965, 1.07587)  0.1950
C (-4.60449, -5.10061, -0.22780)  -1.1857
O (-3.19805, -3.87962, 1.27605)  -0.4961
H (-5.33357, -4.71335, 2.46207)  0.3095
H (-3.94732, -5.41221, 3.20126)  0.3395
H (-5.02103, -6.47516, 2.37462)  0.3389
H (-2.90332, -5.83227, 0.92853)  0.3071
H (-5.36052, -5.87677, -0.34656)  0.3360
H (-3.99017, -5.17993, -1.12469)  0.3157
H (-5.25023, -4.24504, -0.42556)  0.3374
H (-4.02932, -3.40621, 1.35648)  0.3722
C (-0.06120, 1.38992, -5.43069)  -1.1659
C (-1.09875, 0.70497, -4.70877)  0.2590
C (-1.88425, -0.11364, -5.71687)  -1.2748
O (-0.36041, -0.11763, -3.84893)  -0.5005
H (0.58731, 0.67874, -5.94230)  0.2939
H (0.46771, 2.02337, -4.71857)  0.3118
H (-0.46210, 2.07473, -6.17795)  0.3696
H (-1.73363, 1.41737, -4.18197)  0.3217
H (-1.39340, -1.00194, -6.11450)  0.3629
H (-2.27287, 0.40585, -6.59276)  0.3404
H (-2.77612, -0.49237, -5.21763)  0.3431
H (-0.14427, -0.83825, -4.44525)  0.3374

LUMO energy	-4.505	eV
max |F|	5.08	eV/Å
HOMO energy	-0.2336	hartree
orbital gap	1.853	eV
charge	-1
electronic energy	-47675.73016	eV
ΔE to the lowest compared entry with this formula, charge and spin	69.91	kcal/mol